ORCA calculation (ωB97M-V/def2-TZVPD) on a 3-piece molecular cluster, C4H9NO2 overall at a distorted geometry.

```
! RIJCOSX wB97M-V def2-TZVPD def2/J DEFGRID3
* xyz 0 1
C 1.381 0.794 0.875
H 1.445 -1.214 -1.718
H -2.237 -0.506 0.018
H 1.691 1.190 1.829
H -0.379 2.000 0.305
O -2.442 -0.088 -0.827
H 3.024 -0.684 0.379
C 1.357 -0.423 -0.989
O -1.455 -1.165 1.528
C 0.283 1.171 0.135
C 2.116 -0.173 0.113
H -0.592 -0.689 1.645
H -1.200 -2.076 1.431
H -3.408 -0.154 -0.798
N 0.306 0.456 -1.056
H -0.576 0.189 -1.474
*
```

The calculation puts the HOMO energy at -8.404 eV. The total energy comes out at -363.04550 Eh. For the LUMO energy, the calculation gives 0.0269 Eh. For the relative energy (zero: lowest compared OMol25 entry of this formula, charge and spin), the calculation gives 1.089 eV.

ORCA calculation (ωB97M-V/def2-TZVPD) on one molecule with the formula C4H9NO2 at a distorted geometry.

```
! RIJCOSX wB97M-V def2-TZVPD def2/J DEFGRID3
* xyz 0 1
H 1.134 2.196 2.438
H -0.623 -1.730 1.360
O -0.952 -1.764 0.476
H -0.289 2.639 1.593
C -0.278 -1.184 -1.899
H 0.413 -0.430 -2.301
H -1.327 0.686 0.311
H 0.871 -1.287 -0.036
H -1.234 -0.900 -2.337
C -0.131 -1.014 -0.392
H -0.280 1.120 -0.959
H 0.160 -2.131 -2.216
C 0.739 0.960 0.971
N 0.593 2.164 1.588
O 1.516 0.157 1.462
C -0.309 0.518 -0.060
*
```

The calculation puts the HOMO energy at -9.792 eV. The total energy comes out at -363.04537 Eh. For the LUMO energy, the calculation gives 0.0288 Eh. For the relative energy (zero: lowest compared OMol25 entry of this formula, charge and spin), the calculation gives 1.093 eV.

ORCA calculation (ωB97M-V/def2-TZVPD) on one molecule with the formula C4H9NO2.

```
! RIJCOSX wB97M-V def2-TZVPD def2/J DEFGRID3
* xyz 0 1
H 0.718 2.010 0.602
H -0.042 -2.855 0.722
O -1.198 -1.332 2.335
C -0.709 -1.010 1.265
C 0.794 0.938 -1.252
H 1.858 0.882 -1.492
C -0.765 0.429 0.751
H -1.175 1.025 1.568
H 0.240 -1.608 -0.479
C 0.597 0.972 0.271
N -0.066 -1.886 0.447
H 1.395 0.403 0.758
O 0.212 -0.198 -1.887
H 0.399 1.854 -1.710
H -1.511 0.470 -0.056
H -0.748 -0.095 -1.843
*
```

The calculation puts the HOMO energy at -9.605 eV. The total energy comes out at -363.06128 Eh. For the LUMO energy, the calculation gives 0.0253 Eh. For the relative energy (zero: lowest compared OMol25 entry of this formula, charge and spin), the calculation gives 0.660 eV.

ORCA calculation (ωB97M-V/def2-TZVPD) on a 2-piece molecular cluster, C4H9NO2 overall.

```
! RIJCOSX wB97M-V def2-TZVPD def2/J DEFGRID3
* xyz 0 1
C 1.604 0.388 -1.595
H 2.401 0.686 -2.281
C 1.499 1.356 -0.426
C -2.331 -1.317 0.895
H 0.659 0.356 -2.148
H -1.607 -1.784 1.579
H 1.285 2.370 -0.768
H -2.340 -1.890 -0.043
C 0.475 0.044 1.261
O -2.085 0.059 0.710
O 0.503 -0.828 2.039
H -1.398 0.226 0.053
H 2.427 1.384 0.153
H -3.320 -1.376 1.353
N 0.412 0.951 0.450
H 1.817 -0.624 -1.232
*
```

The calculation puts the HOMO energy at -9.950 eV. The total energy comes out at -363.01989 Eh. For the LUMO energy, the calculation gives 0.0260 Eh. For the relative energy (zero: lowest compared OMol25 entry of this formula, charge and spin), the calculation gives 1.786 eV.

ORCA calculation (ωB97M-V/def2-TZVPD) on one molecule with the formula C4H9NO2 at a distorted geometry.

```
! RIJCOSX wB97M-V def2-TZVPD def2/J DEFGRID3
* xyz 0 1
H -0.546 0.852 0.719
O -0.103 -0.353 -2.169
C 0.147 0.019 -1.024
N -0.665 0.917 -0.284
C 1.367 -0.592 -0.462
O 0.652 0.261 1.913
H 2.221 0.310 -0.456
H 1.439 0.788 2.083
C 1.099 -0.888 1.069
H -2.525 1.853 -0.577
C -2.101 0.843 -0.720
H -2.368 0.490 -1.713
H 1.889 -1.338 -1.171
H 0.326 -1.626 1.365
H 1.794 -1.578 1.451
H -2.626 0.042 -0.026
*
```

The calculation puts the HOMO energy at -9.347 eV. The total energy comes out at -362.98456 Eh. For the LUMO energy, the calculation gives 0.0234 Eh. For the relative energy (zero: lowest compared OMol25 entry of this formula, charge and spin), the calculation gives 2.748 eV.

ORCA calculation (ωB97M-V/def2-TZVPD) on one molecule with the formula C4H9NO2.

```
! RIJCOSX wB97M-V def2-TZVPD def2/J DEFGRID3
* xyz 0 1
H -0.884 0.765 -0.462
H -0.876 -0.978 -0.649
O -0.557 -0.082 2.418
H 1.273 1.706 -0.953
H 2.742 0.718 -0.817
H -2.975 -0.776 0.495
H 1.711 0.642 -2.940
C -0.517 -0.166 -0.005
C 1.657 0.672 -0.996
H 1.395 -1.177 0.041
N -2.486 -0.570 1.349
O 1.357 0.076 -2.245
H -2.969 -0.658 2.228
C 1.006 -0.152 0.091
C -1.157 -0.275 1.374
H 1.280 0.256 1.070
*
```

The calculation puts the HOMO energy at -9.849 eV. The total energy comes out at -363.06415 Eh. For the LUMO energy, the calculation gives 0.0315 Eh. For the relative energy (zero: lowest compared OMol25 entry of this formula, charge and spin), the calculation gives 0.582 eV.

ORCA calculation (ωB97M-V/def2-TZVPD) on a 2-piece molecular cluster, C4H9NO2 overall at a distorted geometry.

```
! RIJCOSX wB97M-V def2-TZVPD def2/J DEFGRID3
* xyz 0 1
H 0.085 0.816 0.416
H 1.084 1.376 1.803
C -2.012 -0.134 -0.340
O -1.609 -0.958 0.497
N 1.983 -0.078 0.672
O 1.376 0.164 -1.494
H -1.778 -0.370 -1.384
H 0.821 -1.432 -0.309
H 2.627 0.703 0.548
H 0.325 -0.237 1.886
H 2.547 -1.382 -0.914
H -2.792 1.311 1.058
C 0.754 0.519 1.221
C 1.657 -0.804 -0.644
H -2.856 1.854 -0.703
C -2.587 1.094 0.017
*
```

The calculation puts the HOMO energy at -7.771 eV. The total energy comes out at -362.77632 Eh. For the LUMO energy, the calculation gives -0.1523 Eh. For the relative energy (zero: lowest compared OMol25 entry of this formula, charge and spin), the calculation gives 8.414 eV.

ORCA calculation (ωB97M-V/def2-TZVPD) on a 3-piece molecular cluster, C4H9NO2 overall.

```
! RIJCOSX wB97M-V def2-TZVPD def2/J DEFGRID3
* xyz 0 1
H 1.674 0.868 2.033
C 1.140 -0.855 1.146
C 0.100 -1.477 0.266
H 0.360 1.053 0.944
C -1.515 1.504 -1.092
H 0.487 -2.240 -0.404
H -1.598 -0.511 1.066
H 1.639 0.112 -2.013
H -1.669 1.132 -2.122
H -2.383 1.412 -0.413
H 1.268 0.714 -1.773
C -1.204 -1.226 0.347
H -1.920 -1.758 -0.274
O -0.466 1.982 -0.731
O 2.104 -1.502 1.519
N 0.910 0.438 1.530
*
```

The calculation puts the HOMO energy at -9.753 eV. The total energy comes out at -362.97852 Eh. For the LUMO energy, the calculation gives 0.0042 Eh. For the relative energy (zero: lowest compared OMol25 entry of this formula, charge and spin), the calculation gives 2.912 eV.

ORCA calculation (ωB97M-V/def2-TZVPD) on C4H9NO2 as an isolated structure at a distorted geometry.

```
! RIJCOSX wB97M-V def2-TZVPD def2/J DEFGRID3
* xyz 0 1
H -1.379 2.753 0.613
H 0.808 -1.291 0.598
C -0.793 2.387 1.444
H -1.478 2.014 2.234
H 1.833 -2.326 -1.884
H 0.838 1.444 0.264
C -0.275 -1.007 0.445
H -0.934 -1.833 0.733
O 1.268 -2.832 -2.507
O -0.161 -1.521 -1.369
N -0.794 0.168 0.524
H 0.621 0.823 1.937
H 0.194 -1.398 -3.410
C 0.099 1.222 1.047
H -0.159 3.240 1.768
C 0.311 -1.843 -2.436
*
```

The calculation puts the HOMO energy at -8.395 eV. The total energy comes out at -362.92370 Eh. For the LUMO energy, the calculation gives 0.0171 Eh. For the relative energy (zero: lowest compared OMol25 entry of this formula, charge and spin), the calculation gives 4.404 eV.

ORCA calculation (ωB97M-V/def2-TZVPD) on one molecule with the formula C4H9NO2.

```
! RIJCOSX wB97M-V def2-TZVPD def2/J DEFGRID3
* xyz 0 1
H 3.103 -0.887 -0.724
H -1.790 -1.386 0.865
O 0.876 -0.964 0.901
H -1.584 1.621 0.253
N -0.698 -0.664 -0.746
H -0.787 -0.138 -1.605
C -1.739 0.786 0.948
H -2.736 -0.607 -0.408
H 2.866 0.492 0.376
O 1.353 0.154 -1.013
H -0.893 0.771 1.642
H 3.225 0.788 -1.360
C 0.545 -0.538 -0.184
C 2.725 0.135 -0.646
C -1.816 -0.534 0.181
H -2.652 0.972 1.519
*
```

The calculation puts the HOMO energy at -9.895 eV. The total energy comes out at -363.06473 Eh. For the LUMO energy, the calculation gives 0.0338 Eh. For the relative energy (zero: lowest compared OMol25 entry of this formula, charge and spin), the calculation gives 0.566 eV.

ORCA calculation (ωB97M-V/def2-TZVPD) on a 2-piece molecular cluster, C4H9NO2 overall.

```
! RIJCOSX wB97M-V def2-TZVPD def2/J DEFGRID3
* xyz 0 1
H 1.492 0.948 0.138
C -0.646 -1.425 0.799
O -1.650 1.415 0.126
O -1.077 -0.737 -0.368
C 0.777 -0.916 1.025
H -0.262 0.355 -2.655
N -0.051 1.056 -1.960
H -1.297 -1.121 1.633
C -0.781 0.595 -0.046
H 0.514 1.210 1.560
C 0.616 0.570 0.682
H 1.138 -1.087 2.042
H 0.932 1.088 -1.742
H 1.455 -1.421 0.326
H -0.741 -2.498 0.635
H -0.419 1.969 -2.197
*
```

The calculation puts the HOMO energy at -9.328 eV. The total energy comes out at -363.02137 Eh. For the LUMO energy, the calculation gives 0.0314 Eh. For the relative energy (zero: lowest compared OMol25 entry of this formula, charge and spin), the calculation gives 1.746 eV.

ORCA calculation (ωB97M-V/def2-TZVPD) on one molecule with the formula C4H9NO2 at a distorted geometry.

```
! RIJCOSX wB97M-V def2-TZVPD def2/J DEFGRID3
* xyz 0 1
N 0.960 1.219 0.654
H -1.565 1.025 -0.792
O 1.486 -1.818 1.661
H 0.318 1.987 0.817
C -0.628 0.621 -1.204
H 1.149 -0.440 -0.539
C 0.340 0.138 -0.105
H -1.432 -0.539 1.127
C -0.435 -0.814 0.766
H 1.651 1.649 0.045
O 0.040 1.508 -2.054
H -0.194 1.429 -2.966
H -0.268 -2.341 2.387
H -0.722 -1.708 0.167
C 0.299 -1.633 1.758
H -0.999 -0.284 -1.720
*
```

The calculation puts the HOMO energy at -9.313 eV. The total energy comes out at -363.00727 Eh. For the LUMO energy, the calculation gives 0.0248 Eh. For the relative energy (zero: lowest compared OMol25 entry of this formula, charge and spin), the calculation gives 2.130 eV.

ORCA calculation (ωB97M-V/def2-TZVPD) on C4H9NO2 as an isolated structure at a distorted geometry.

```
! RIJCOSX wB97M-V def2-TZVPD def2/J DEFGRID3
* xyz 0 1
C -0.597 -0.467 -0.534
H -0.085 -1.041 1.497
H -2.105 -1.890 0.148
H 2.145 -0.920 0.963
C 2.208 0.940 0.170
H 0.070 1.497 -1.006
H -0.261 0.691 1.248
H -2.511 -0.193 0.484
C -2.033 -0.867 -0.251
H 3.307 0.864 0.199
H -0.233 -0.120 -1.645
O 1.646 1.917 -0.311
N 1.585 -0.118 0.719
C 0.133 -0.231 0.786
O -0.746 1.020 -1.278
H -2.617 -0.832 -1.170
*
```

The calculation puts the HOMO energy at -8.692 eV. The total energy comes out at -362.94800 Eh. For the LUMO energy, the calculation gives 0.0259 Eh. For the relative energy (zero: lowest compared OMol25 entry of this formula, charge and spin), the calculation gives 3.742 eV.

ORCA calculation (ωB97M-V/def2-TZVPD) on one molecule with the formula C4H9NO2.

```
! RIJCOSX wB97M-V def2-TZVPD def2/J DEFGRID3
* xyz 0 1
H -0.764 0.205 -1.502
H -2.763 1.376 0.343
H 3.199 -1.024 -0.616
O 1.538 0.102 -1.161
H -1.318 -1.263 1.006
H -1.338 1.289 1.399
H -2.505 -1.000 -0.276
C 2.916 0.016 -0.807
H 3.463 0.409 -1.666
N -0.595 -0.280 -0.633
H -2.829 0.451 1.850
C -1.690 -0.530 0.285
H 3.125 0.610 0.087
C 0.693 -0.339 -0.201
C -2.186 0.722 1.007
O 1.054 -0.747 0.886
*
```

The calculation puts the HOMO energy at -9.729 eV. The total energy comes out at -363.06954 Eh. For the LUMO energy, the calculation gives 0.0342 Eh. For the relative energy (zero: lowest compared OMol25 entry of this formula, charge and spin), the calculation gives 0.435 eV.

ORCA calculation (ωB97M-V/def2-TZVPD) on one molecule with the formula C4H9NO2.

```
! RIJCOSX wB97M-V def2-TZVPD def2/J DEFGRID3
* xyz 0 1
H -0.697 2.974 -0.302
H -0.761 -0.357 1.678
H 0.538 2.045 -1.158
H 0.555 -2.244 1.369
H -2.320 -0.547 -1.507
C -0.294 1.965 -0.445
H 0.095 1.609 0.516
O 0.174 -0.273 1.915
N -1.362 1.141 -0.978
C -1.419 -0.112 -1.072
O -0.589 -1.149 -0.757
H 1.139 0.014 -0.623
H 1.939 -1.144 1.450
C 0.768 -0.974 -0.347
H 1.347 -1.731 -0.887
C 0.888 -1.219 1.149
*
```

The calculation puts the HOMO energy at -9.516 eV. The total energy comes out at -362.99945 Eh. For the LUMO energy, the calculation gives 0.0311 Eh. For the relative energy (zero: lowest compared OMol25 entry of this formula, charge and spin), the calculation gives 2.343 eV.

| no. | frontier orbital gap (eV) |
| --- | --- |
| 1 | 9.14 |
| 2 | 10.58 |
| 3 | 10.29 |
| 4 | 10.66 |
| 5 | 9.98 |
| 6 | 10.71 |
| 7 | 3.63 |
| 8 | 9.87 |
| 9 | 8.86 |
| 10 | 10.82 |
| 11 | 10.18 |
| 12 | 9.99 |
| 13 | 9.40 |
| 14 | 10.66 |
| 15 | 10.36 |